{
  "formula": "C43H55F5LiP2Si",
  "method": "the ωB97M-V functional and the def2-TZVPD basis",
  "species": ["Li", "C", "Si", "C", "C", "C", "C", "C", "C", "P", "C", "C", "C", "C", "C", "C", "C", "C", "C", "C", "C", "C", "C", "C", "C", "C", "C", "C", "P", "C", "C", "C", "C", "C", "C", "C", "C", "C", "C", "C", "C", "H", "H", "H", "H", "H", "H", "H", "H", "H", "H", "H", "H", "H", "H", "H", "H", "H", "H", "H", "H", "H", "H", "H", "H", "H", "H", "H", "H", "H", "H", "H", "H", "H", "H", "H", "H", "H", "H", "H", "H", "H", "H", "H", "H", "H", "H", "H", "H", "H", "H", "H", "H", "H", "H", "H", "F", "C", "C", "C", "F", "C", "F", "C", "F", "C", "F"],
  "positions_angstrom": [[-0.3186, -0.1171, 1.7132], [0.7773, 3.8659, 1.9279], [-0.1055, 2.3219, 1.1815], [-1.8012, 3.0832, 0.6007], [-1.9562, 4.4701, 0.4389], [-3.1702, 5.0563, 0.1213], [-4.2966, 4.2592, -0.0410], [-4.1816, 2.8890, 0.1169], [-2.9559, 2.2892, 0.4324], [-2.8460, 0.4572, 0.6597], [-4.4460, 0.1212, 1.6061], [-5.7302, -0.3326, 0.8986], [-5.6604, -1.7718, 0.3875], [-5.3386, -2.7310, 1.5313], [-4.0451, -2.3111, 2.2236], [-4.1382, -0.8764, 2.7402], [-2.9171, -0.1513, -1.0994], [-1.5637, 0.2471, -1.7137], [-1.3650, -0.3538, -3.1022], [-2.5087, 0.0467, -4.0302], [-3.8504, -0.3586, -3.4258], [-4.0447, 0.2705, -2.0424], [0.8847, 2.2979, -0.5306], [0.4372, 3.0910, -1.6027], [1.1087, 3.1826, -2.8106], [2.2810, 2.4665, -3.0004], [2.7475, 1.6655, -1.9732], [2.0774, 1.5665, -0.7458], [2.6967, 0.4778, 0.6060], [4.4967, 0.9209, 0.8232], [4.5923, 2.4247, 1.1118], [5.8899, 2.7553, 1.8703], [7.0190, 1.7703, 1.5273], [6.9040, 1.3163, 0.0757], [5.5995, 0.5260, -0.1730], [2.6751, -1.2489, -0.0971], [3.1927, -1.5423, -1.5076], [2.9996, -3.0192, -1.8644], [3.6728, -3.9300, -0.8404], [3.1370, -3.6518, 0.5614], [3.3243, -2.1832, 0.9353], [1.0932, 4.5889, 1.1684], [1.6728, 3.5426, 2.4674], [0.1362, 4.3801, 2.6508], [-1.0907, 5.1112, 0.5676], [-3.2420, 6.1317, 0.0030], [-5.2555, 4.7014, -0.2843], [-5.0684, 2.2763, 0.0040], [-4.6372, 1.0962, 2.0607], [-6.0105, 0.3524, 0.0981], [-6.5387, -0.2826, 1.6407], [-4.8795, -1.8600, -0.3714], [-6.6056, -2.0422, -0.0915], [-5.2543, -3.7551, 1.1591], [-6.1626, -2.7171, 2.2553], [-3.2172, -2.3765, 1.5084], [-3.8051, -2.9926, 3.0430], [-3.2097, -0.5992, 3.2439], [-4.9426, -0.8177, 3.4851], [-2.9117, -1.2464, -1.0124], [-0.7477, -0.0609, -1.0558], [-1.5166, 1.3379, -1.7856], [-1.3247, -1.4449, -3.0169], [-0.4051, -0.0240, -3.5092], [-2.3811, -0.3961, -5.0216], [-2.4945, 1.1355, -4.1588], [-3.8819, -1.4504, -3.3257], [-4.6736, -0.0738, -4.0872], [-5.0205, -0.0123, -1.6521], [-4.0354, 1.3613, -2.1439], [-0.4762, 3.6605, -1.4856], [0.7170, 3.8102, -3.6039], [2.8204, 2.5207, -3.9391], [3.6438, 1.0892, -2.1443], [4.7149, 0.4029, 1.7661], [3.7246, 2.7651, 1.6804], [4.5575, 2.9599, 0.1582], [5.7023, 2.7377, 2.9467], [6.2065, 3.7724, 1.6235], [6.9681, 0.8950, 2.1817], [7.9915, 2.2342, 1.7068], [7.7648, 0.7045, -0.2045], [6.9290, 2.2008, -0.5688], [5.7991, -0.5448, -0.0876], [5.2847, 0.7033, -1.1990], [1.6000, -1.4796, -0.1020], [4.2571, -1.2987, -1.5840], [2.6617, -0.9241, -2.2315], [3.3951, -3.2131, -2.8657], [1.9287, -3.2412, -1.8938], [4.7553, -3.7485, -0.8552], [3.5224, -4.9800, -1.1054], [3.6273, -4.2946, 1.2976], [2.0711, -3.8868, 0.5897], [4.3992, -1.9681, 0.9961], [2.9002, -1.9889, 1.9241], [-0.6125, -2.6781, -0.7948], [-0.7366, -3.0827, 0.5087], [-0.5487, -2.1887, 1.5306], [-0.6936, -2.7393, 2.7786], [-0.5457, -1.9418, 3.8872], [-1.0094, -4.0606, 3.0367], [-1.1512, -4.5403, 4.2879], [-1.2011, -4.9105, 1.9623], [-1.5205, -6.2020, 2.1643], [-1.0638, -4.4179, 0.6771], [-1.2465, -5.2496, -0.3688]],
  "forces_ev_per_angstrom": [[-0.22, 0.02, 0.01], [0.01, -0.02, 0.04], [0.26, 0.06, -0.29], [-0.06, -0.02, 0.03], [0.00, -0.06, 0.02], [0.00, -0.02, -0.01], [0.02, 0.01, 0.01], [0.03, -0.01, 0.02], [0.01, 0.01, -0.06], [-0.10, 0.22, 0.08], [0.04, -0.17, -0.02], [0.01, 0.01, -0.01], [0.02, 0.04, 0.09], [0.03, 0.01, -0.01], [-0.05, 0.07, -0.03], [0.01, -0.02, -0.09], [0.12, -0.06, 0.00], [-0.05, -0.07, -0.02], [-0.03, 0.03, 0.01], [0.00, -0.01, 0.05], [0.03, 0.03, 0.03], [0.08, -0.01, -0.05], [0.05, 0.11, -0.04], [0.08, -0.03, 0.08], [-0.03, 0.00, 0.01], [0.02, -0.02, 0.00], [-0.03, 0.00, 0.01], [-0.11, -0.04, -0.06], [-0.10, -0.02, -0.03], [-0.01, 0.05, 0.09], [0.04, -0.04, 0.01], [0.00, -0.04, -0.04], [-0.02, 0.02, -0.03], [-0.03, -0.02, 0.02], [0.05, 0.03, 0.02], [-0.04, 0.03, -0.01], [-0.03, -0.06, 0.01], [0.05, 0.03, 0.05], [-0.02, 0.01, 0.00], [0.07, 0.05, -0.06], [-0.01, 0.00, -0.04], [-0.02, 0.02, 0.02], [-0.01, 0.01, -0.03], [0.00, -0.04, 0.00], [0.00, 0.00, 0.01], [0.00, 0.00, 0.00], [0.00, 0.00, 0.00], [0.01, -0.01, -0.02], [-0.01, 0.02, 0.04], [0.01, 0.00, -0.02], [-0.02, 0.01, -0.02], [-0.01, 0.00, -0.04], [0.00, -0.01, 0.00], [-0.01, 0.00, 0.00], [0.00, -0.02, 0.00], [0.00, -0.02, 0.03], [0.00, 0.00, 0.00], [0.00, 0.01, 0.01], [0.00, 0.01, 0.00], [-0.04, 0.00, 0.02], [0.02, 0.02, -0.01], [0.00, -0.01, 0.02], [0.01, 0.00, -0.01], [0.00, 0.00, 0.01], [0.00, -0.01, 0.00], [0.00, 0.00, -0.04], [-0.03, 0.00, -0.02], [-0.01, 0.01, 0.00], [-0.04, 0.00, 0.02], [-0.02, -0.01, 0.03], [-0.04, 0.03, 0.01], [-0.01, 0.00, 0.01], [0.00, 0.00, 0.01], [0.05, 0.00, 0.02], [0.03, 0.02, 0.01], [-0.01, 0.01, -0.01], [-0.01, 0.00, 0.00], [0.01, 0.00, 0.00], [-0.01, 0.01, 0.01], [0.00, 0.00, 0.00], [0.01, -0.01, 0.02], [0.01, 0.02, -0.02], [-0.01, 0.00, 0.01], [-0.01, 0.00, 0.01], [-0.02, -0.02, -0.03], [0.04, 0.00, 0.03], [-0.01, 0.01, -0.01], [0.00, 0.02, -0.02], [-0.01, 0.00, 0.00], [-0.04, -0.01, 0.01], [0.00, -0.01, 0.00], [0.00, 0.00, 0.00], [0.00, 0.00, 0.00], [-0.12, -0.04, 0.03], [-0.02, 0.01, 0.02], [-0.01, 0.01, 0.01], [0.02, 0.00, -0.01], [-0.02, -0.01, -0.09], [0.27, -0.08, 0.12], [0.00, 0.00, 0.07], [0.01, 0.00, -0.04], [-0.02, -0.06, 0.03], [0.00, 0.02, -0.03], [-0.03, -0.07, 0.02], [0.02, 0.07, -0.01], [-0.01, -0.06, -0.05], [0.01, 0.04, 0.05]],
  "e_homo_ev": -3.56,
  "max_force_ev_per_a": 0.39,
  "charge": -1,
  "homo_lumo_gap_ev": 6.139
}

***

{
  "formula": "C43H55FIrN4O6S2Si4",
  "method": "the ωB97M-V functional and the def2-TZVPD basis",
  "species": ["Ir", "C", "Si", "C", "C", "C", "C", "C", "C", "N", "C", "S", "H", "H", "H", "H", "H", "H", "H", "H", "H", "H", "H", "H", "C", "Si", "C", "C", "C", "Si", "C", "C", "C", "Si", "C", "C", "C", "C", "C", "C", "C", "N", "H", "H", "H", "H", "H", "H", "H", "H", "H", "H", "H", "H", "H", "H", "H", "H", "H", "H", "H", "H", "H", "H", "H", "H", "H", "H", "H", "H", "C", "C", "C", "C", "C", "C", "C", "F", "C", "C", "C", "O", "C", "C", "N", "C", "C", "O", "O", "H", "H", "H", "H", "H", "H", "H", "H", "H", "H", "H", "O", "S", "O", "N", "C", "O", "C", "C", "C", "C", "C", "C", "H", "H", "H", "H"],
  "positions_angstrom": [[0.8673, 0.1083, 0.3798], [0.4261, 5.4230, 2.5511], [1.7378, 4.4810, 3.4911], [1.7889, 5.0871, 5.2629], [3.4252, 4.6492, 2.7117], [1.2572, 2.6514, 3.5432], [0.9793, 1.9843, 4.7269], [0.5956, 0.6438, 4.7383], [0.5156, -0.0235, 3.5401], [0.8055, 0.5786, 2.3844], [1.1425, 1.8851, 2.3753], [1.3473, 2.3751, 0.7245], [0.6679, 6.4881, 2.5215], [-0.5444, 5.3111, 3.0394], [0.3249, 5.0656, 1.5257], [2.0568, 6.1459, 5.2793], [2.5323, 4.5523, 5.8578], [0.8185, 4.9879, 5.7545], [3.7828, 5.6783, 2.7947], [3.4150, 4.3767, 1.6557], [4.1476, 4.0001, 3.2111], [1.0439, 2.5158, 5.6691], [0.3662, 0.1283, 5.6598], [0.2178, -1.0587, 3.4780], [-4.6474, 0.6073, 0.6152], [-3.6740, -0.6863, 1.5489], [-4.9531, -1.9240, 2.1927], [-2.8556, 0.1579, 3.0062], [-2.4785, -1.6944, 0.5250], [-2.8176, -1.9595, -1.2947], [-3.2479, -0.3974, -2.2653], [-1.3588, -2.7354, -2.1908], [-4.3285, -3.0796, -1.4465], [-1.5046, -3.0264, 1.3590], [-1.5107, -3.1111, 3.2388], [-2.2496, -4.6947, 0.8829], [0.3130, -3.1199, 0.7513], [0.9043, -4.3787, 0.8426], [2.1087, -4.6571, 0.2163], [2.6801, -3.6667, -0.5587], [2.0767, -2.4222, -0.5776], [0.9652, -2.1259, 0.1096], [-5.4300, 0.9724, 1.2874], [-5.1419, 0.2094, -0.2731], [-4.0280, 1.4580, 0.3248], [-5.5792, -1.4416, 2.9484], [-4.5100, -2.8109, 2.6482], [-5.6070, -2.2619, 1.3853], [-3.6296, 0.6496, 3.6024], [-2.1579, 0.9229, 2.6584], [-2.3241, -0.5314, 3.6614], [-3.1876, 0.5120, -1.6697], [-4.2670, -0.4704, -2.6533], [-2.5731, -0.2943, -3.1195], [-0.5159, -2.0399, -2.2194], [-1.6567, -2.9473, -3.2218], [-1.0004, -3.6679, -1.7495], [-5.2400, -2.5023, -1.2726], [-4.3301, -3.9218, -0.7564], [-4.3793, -3.4765, -2.4645], [-2.5272, -3.0299, 3.6261], [-0.9058, -2.3700, 3.7568], [-1.1323, -4.0975, 3.5212], [-3.2867, -4.7304, 1.2266], [-1.7222, -5.5082, 1.3833], [-2.2428, -4.8954, -0.1884], [0.4025, -5.1581, 1.3983], [2.5722, -5.6305, 0.3108], [3.5965, -3.8210, -1.1107], [2.5190, -1.6142, -1.1386], [-3.1378, 2.0659, -5.5822], [-2.1037, 3.0773, -5.1026], [-1.3182, 3.7341, -6.2279], [-0.4847, 2.7022, -6.9747], [0.3324, 1.8745, -6.0173], [1.4631, 1.2155, -6.4407], [2.2154, 0.4574, -5.5470], [3.3134, -0.1569, -6.0134], [1.8764, 0.3342, -4.2315], [0.7257, 0.9914, -3.7753], [0.3285, 0.8541, -2.3797], [1.0156, 0.0754, -1.6585], [-0.8043, 1.5870, -1.9505], [-1.4875, 2.3211, -2.8873], [-1.1604, 2.4190, -4.1752], [-0.0391, 1.7597, -4.6615], [-1.4784, 1.5338, -0.5904], [-2.4423, 2.2624, -0.4125], [-1.0800, 0.6703, 0.2827], [-3.7993, 2.5234, -6.3186], [-3.7425, 1.7115, -4.7468], [-2.6589, 1.1982, -6.0380], [-2.5982, 3.8511, -4.5151], [-0.6678, 4.5033, -5.8055], [-2.0162, 4.2289, -6.9034], [0.1798, 3.1923, -7.6866], [-1.1350, 2.0458, -7.5594], [1.7888, 1.2874, -7.4709], [2.4779, -0.2455, -3.5468], [-2.3775, 2.8476, -2.5654], [7.3811, 0.0886, 1.4119], [6.4950, -0.8638, 0.8055], [7.0437, -1.7883, -0.1497], [5.1734, -0.1392, 0.2004], [4.0722, -0.4987, 0.8127], [2.9616, -0.0247, 0.4104], [4.2940, -1.4808, 1.9428], [3.3955, -2.0869, 2.7925], [3.8650, -2.9666, 3.7605], [5.2221, -3.2420, 3.8729], [6.1346, -2.6448, 3.0114], [5.6408, -1.7757, 2.0627], [2.3524, -1.8935, 2.6895], [3.1643, -3.4487, 4.4319], [5.5703, -3.9279, 4.6344], [7.1939, -2.8536, 3.0791]],
  "forces_ev_per_angstrom": [[1.08, 0.39, 0.17], [0.00, 0.01, 0.02], [0.01, -0.01, 0.03], [0.00, -0.01, -0.01], [-0.01, 0.00, -0.01], [-0.02, 0.01, -0.02], [-0.03, 0.01, 0.01], [0.02, -0.01, -0.01], [0.14, -0.14, -0.10], [0.05, -0.05, -0.01], [-0.11, 0.11, 0.03], [-0.21, -0.10, -0.02], [0.00, 0.00, -0.01], [0.00, 0.01, 0.00], [0.02, -0.01, 0.00], [0.00, 0.00, 0.00], [0.00, 0.00, 0.00], [0.00, 0.00, 0.00], [0.00, 0.00, -0.01], [-0.01, -0.01, 0.00], [0.01, 0.01, 0.01], [0.02, 0.00, 0.00], [-0.02, 0.00, -0.01], [0.14, 0.08, -0.05], [-0.11, -0.01, 0.06], [-0.11, 0.03, 0.01], [0.04, 0.00, 0.04], [-0.01, 0.05, -0.01], [-0.16, -0.28, 0.01], [0.01, 0.07, 0.03], [-0.04, -0.01, -0.03], [0.01, -0.02, 0.01], [0.02, 0.00, -0.02], [-0.05, 0.10, -0.02], [0.05, 0.05, 0.03], [0.03, -0.01, 0.04], [-0.11, -0.10, 0.10], [0.08, -0.05, -0.07], [-0.02, 0.06, 0.02], [-0.05, 0.02, 0.02], [0.10, -0.05, -0.04], [-0.32, 0.39, 0.16], [-0.04, -0.04, 0.02], [-0.04, -0.05, 0.00], [-0.19, -0.23, 0.11], [-0.02, -0.01, -0.01], [0.00, -0.02, 0.02], [0.02, 0.01, -0.02], [0.00, 0.01, 0.01], [-0.03, -0.05, -0.01], [0.00, -0.01, 0.02], [-0.20, -0.18, -0.12], [-0.01, -0.03, 0.01], [-0.02, -0.04, -0.01], [-0.01, 0.00, 0.00], [0.02, 0.00, -0.01], [-0.01, 0.00, 0.00], [0.01, 0.01, 0.03], [0.02, -0.01, -0.01], [-0.03, 0.01, -0.01], [-0.02, -0.02, 0.00], [-0.12, -0.11, -0.03], [0.02, 0.00, 0.01], [0.00, 0.03, -0.02], [-0.01, -0.04, 0.01], [0.02, 0.02, 0.00], [-0.02, -0.02, 0.01], [0.00, 0.00, 0.00], [0.00, 0.00, -0.02], [0.01, 0.00, 0.02], [0.00, -0.01, 0.01], [0.00, 0.04, 0.00], [0.00, -0.02, 0.00], [0.01, 0.01, 0.00], [0.00, -0.01, 0.00], [0.00, 0.00, 0.00], [0.01, 0.00, 0.00], [-0.02, 0.00, 0.00], [0.00, -0.03, 0.00], [-0.03, -0.03, -0.03], [-0.15, -0.01, 0.09], [0.16, -0.01, -0.08], [0.13, 0.03, 0.09], [0.09, 0.13, -0.05], [-0.07, -0.04, 0.08], [0.04, 0.00, -0.02], [0.36, 0.18, -0.06], [0.34, 0.28, -0.09], [-0.01, -0.30, -0.09], [-0.01, 0.01, 0.01], [0.01, -0.01, 0.00], [0.00, 0.01, -0.01], [-0.01, 0.01, -0.01], [0.00, 0.00, 0.00], [0.00, 0.01, 0.00], [0.00, 0.00, 0.00], [0.00, 0.00, 0.00], [0.00, 0.00, 0.00], [0.01, 0.01, 0.01], [-0.01, -0.02, -0.02], [-0.01, 0.00, 0.00], [0.02, -0.02, -0.02], [0.00, 0.00, 0.00], [0.05, -0.04, -0.02], [0.02, 0.26, -0.34], [-0.17, -0.36, 0.27], [0.02, 0.09, -0.13], [0.13, -0.10, 0.05], [-0.04, -0.07, 0.03], [-0.01, 0.00, 0.03], [0.01, 0.02, -0.04], [-0.01, 0.04, 0.01], [-0.64, 0.12, -0.01], [0.01, 0.02, -0.02], [0.00, 0.00, 0.00], [0.00, 0.01, -0.01]],
  "e_homo_ev": [-7.91, -7.92],
  "max_force_ev_per_a": 1.16,
  "spin_multiplicity": 2,
  "homo_lumo_gap_ev": [7.350, 7.275]
}

***

| no. | E_tot (hartree) |
| --- | --- |
| 1 | -3150.6791 |
| 2 | -4500.7788 |